# 1
53
Properties=species:S:1:pos:R:3 method="wB97M-V/def2-TZVPD" homo_lumo_gap_ev="8.055 / 7.448" multiplicity=5 total_charge=+1 s_squared=6.012 energy_ev=-89065.698
Co -0.2024 0.3687 0.1568
C -2.2827 2.0645 2.6711
P -0.9660 2.2072 1.4290
C 0.3631 3.1033 2.2894
C -1.6080 3.4273 0.2143
C -0.7286 3.4414 -1.0439
P -0.5453 1.7433 -1.7188
C 0.6805 1.9095 -3.0462
C -2.1116 1.4603 -2.5995
H -2.5634 3.0379 3.0748
H -1.9367 1.4303 3.4875
H -3.1597 1.5951 2.2256
H -0.0011 4.0275 2.7401
H 1.1669 3.3364 1.5906
H 0.7776 2.4659 3.0710
H -1.6724 4.4210 0.6622
H -2.6276 3.1257 -0.0405
H 0.2738 3.8087 -0.8066
H -1.1386 4.1059 -1.8077
H 0.3925 2.6843 -3.7579
H 0.7675 0.9597 -3.5741
H 1.6536 2.1535 -2.6216
H -2.2907 2.2430 -3.3384
H -2.9397 1.4407 -1.8907
H -2.0770 0.4945 -3.1022
C -1.9443 -2.1875 -1.8084
Si -1.2500 -1.8260 -0.1074
C -2.5307 -2.1280 1.2279
C 0.3131 -2.8353 0.2167
C 0.1241 -4.2199 0.2957
C 1.1800 -5.0854 0.5312
C 2.4583 -4.5745 0.6985
C 2.6620 -3.2060 0.6270
C 1.6078 -2.3180 0.3847
Si 2.0834 -0.4911 0.3070
C 2.9242 0.0450 1.8956
C 3.1675 -0.1410 -1.1787
H -2.1903 -3.2499 -1.8938
H -1.2216 -1.9595 -2.5934
H -2.8606 -1.6248 -1.9942
H -2.8162 -3.1844 1.2379
H -3.4359 -1.5453 1.0499
H -2.1467 -1.8853 2.2192
H -0.8692 -4.6403 0.1702
H 1.0060 -6.1520 0.5848
H 3.2929 -5.2376 0.8847
H 3.6701 -2.8261 0.7623
H 3.8428 -0.5317 2.0414
H 2.2929 -0.1247 2.7685
H 3.2029 1.0996 1.8625
H 4.0882 -0.7287 -1.1211
H 3.4552 0.9112 -1.2218
H 2.6701 -0.4082 -2.1116

---

# 2
76
Properties=species:S:1:pos:R:3 method="wB97M-V/def2-TZVPD" homo_lumo_gap_ev="8.037 / 7.751" multiplicity=2 s_squared=0.752 energy_ev=-125935.533 e_above_lowest_ev=0.0000
Cu 0.6341 1.0817 -0.0106
C 0.7267 -3.4632 -1.2635
N 1.5658 -3.2416 -0.0893
C 1.7835 -4.4292 0.7212
P 1.5254 -1.7799 0.6840
O 1.1923 -0.7479 -0.3446
O 0.4200 -1.9160 1.8361
P -0.8949 -0.9632 2.1673
O -1.1391 0.0840 1.1601
N -0.6684 -0.4822 3.7149
C 0.0531 -1.2808 4.6946
C -0.7342 0.9437 4.0378
N -2.1305 -2.0781 2.1423
C -2.0626 -3.2891 2.9420
C -2.8279 -2.2698 0.8705
N 2.9686 -1.7068 1.4679
C 4.0590 -1.1527 0.6572
C 3.1045 -1.5554 2.9118
H 1.2203 -4.1789 -1.9231
H 0.5938 -2.5287 -1.7982
H -0.2598 -3.8607 -0.9969
H 2.2610 -5.1976 0.1110
H 0.8436 -4.8351 1.1140
H 2.4411 -4.1877 1.5550
H 0.3212 -2.2522 4.2860
H -0.5594 -1.4289 5.5881
H 0.9723 -0.7707 4.9964
H -1.2194 1.4815 3.2268
H 0.2667 1.3574 4.1759
H -1.3076 1.0784 4.9580
H -1.7417 -3.0587 3.9554
H -1.3856 -4.0375 2.5106
H -3.0604 -3.7257 2.9951
H -2.8589 -1.3283 0.3319
H -3.8484 -2.5953 1.0818
H -2.3448 -3.0205 0.2330
H 3.9035 -1.4214 -0.3880
H 5.0033 -1.5830 0.9930
H 4.1202 -0.0640 0.7237
H 2.4022 -2.2170 3.4154
H 2.9353 -0.5386 3.2675
H 4.1191 -1.8503 3.1826
C -4.9272 1.4289 -2.1768
O -3.7315 1.9683 -1.6261
C -2.6326 1.2081 -1.5174
O -1.6163 1.7241 -1.0817
N -2.7349 -0.0721 -1.9317
N -1.7142 -1.0128 -1.7499
H -5.6501 2.2382 -2.1564
H -5.3075 0.5994 -1.5756
H -4.7804 1.1081 -3.2104
H -3.6092 -0.4816 -2.1987
H -1.0402 -0.8952 -2.4990
H -1.2266 -0.7905 -0.8932
O -0.1514 6.9469 -4.4481
N 0.1900 5.9189 -5.0050
O 0.3938 5.8135 -6.2021
C 0.3674 4.7313 -4.1897
C 0.7884 3.5423 -4.7756
C 0.9330 2.4284 -3.9978
C 0.7846 2.4291 -2.5597
O 1.1301 1.4195 -1.8905
C 0.3037 3.6801 -2.0330
C 0.0989 4.7832 -2.8393
N -0.0361 3.8358 -0.6446
O -0.6803 4.7987 -0.3130
O 0.3901 3.0384 0.2082
N 1.2929 1.1912 -4.6825
O 0.7447 0.1588 -4.3364
O 2.0696 1.2698 -5.6143
H 0.9851 3.4895 -5.8371
H -0.2607 5.7044 -2.4073
O 2.9253 2.1332 1.0739
N 2.3358 1.7344 2.0789
O 2.6423 2.0353 3.2225
O 1.3307 0.9048 1.9148

---

# 3
89
Properties=species:S:1:pos:R:3 method="wB97M-V/def2-TZVPD" homo_lumo_gap_ev=8.045 total_charge=-1 energy_ev=-187599.909 e_above_lowest_ev=0.0000
Li -24.9063 14.4570 -12.1644
Li -25.1493 12.4698 -10.9001
N -26.4213 13.9282 -11.1147
S -28.1221 13.6822 -11.2818
O -28.8408 14.8581 -11.5823
O -28.6506 12.7215 -10.3826
F -28.0346 12.8630 -12.6199
S -26.7036 15.0833 -10.0262
O -27.1813 14.6396 -8.7546
O -26.8081 16.4388 -10.3767
F -25.1057 15.1011 -9.6016
N -23.4866 13.0331 -11.6465
S -22.8597 11.7804 -12.6730
O -23.2253 10.4710 -12.2570
O -21.5948 11.9854 -13.2796
F -23.8536 12.1445 -13.8229
S -22.0764 13.3650 -10.9403
O -21.2987 14.3485 -11.5969
O -21.4558 12.2378 -10.3221
F -22.6559 14.1985 -9.7282
N -24.4255 16.2631 -16.2135
S -25.9316 16.6894 -15.7047
O -26.1966 16.7629 -14.3196
O -26.9371 16.2278 -16.5954
F -25.7709 18.2252 -16.0923
S -24.2509 14.8383 -15.5572
O -24.6670 13.7692 -16.4044
O -24.4023 14.7340 -14.1347
F -22.6533 14.7825 -15.6119
C -25.1354 8.2972 -9.1733
C -26.4775 8.5954 -8.4325
C -27.5123 9.0330 -9.4832
S -26.6340 9.4232 -10.9830
O -26.0528 10.7397 -10.8380
O -27.3342 9.0538 -12.1686
C -25.3304 8.2734 -10.6841
H -24.6550 7.3801 -8.8242
H -24.3763 9.0187 -8.8665
H -26.2536 9.4478 -7.7947
H -26.8377 7.7444 -7.8645
H -28.2447 9.7783 -9.1760
H -28.1620 8.1820 -9.7092
H -24.4449 8.6876 -11.1664
H -25.5873 7.2729 -11.0210
C -22.9422 19.2535 -10.6730
C -21.5103 18.8043 -10.9713
C -21.5432 17.3963 -11.5158
S -23.0189 17.2755 -12.5093
O -23.8099 16.1895 -11.9823
O -22.6923 17.3484 -13.9007
C -23.7340 18.8536 -11.9250
H -22.9470 20.3126 -10.4281
H -23.4045 18.6785 -9.8647
H -20.8616 18.8174 -10.0944
H -21.0920 19.5093 -11.6973
H -21.6706 16.7334 -10.6541
H -20.6465 16.9715 -11.9629
H -24.8108 18.7241 -11.8623
H -23.4865 19.5725 -12.7094
C -18.7580 12.6885 -16.5754
C -17.5118 13.5171 -16.9653
C -17.5705 14.8862 -16.2542
S -19.3012 15.1674 -15.8276
O -20.0278 15.6029 -16.9824
O -19.3562 15.8960 -14.5904
C -19.6014 13.4489 -15.5722
H -18.5101 11.6894 -16.2202
H -19.2706 12.4810 -17.5194
H -17.3476 13.7508 -18.0171
H -16.5816 13.0327 -16.6609
H -17.1334 15.7532 -16.7422
H -17.0882 14.8106 -15.2768
H -20.6482 13.2469 -15.3595
H -19.1225 13.2469 -14.6050
C -18.2409 9.8186 -6.9354
C -17.6171 10.0845 -5.5552
C -18.4244 11.2360 -4.9727
S -18.9522 12.2641 -6.3790
O -18.0077 13.3224 -6.5826
O -20.3549 12.5330 -6.2022
C -18.6976 11.0375 -7.6903
H -19.0957 9.1425 -6.7928
H -17.6522 9.0990 -7.5141
H -16.5978 10.4631 -5.6425
H -17.7208 9.1582 -4.9992
H -18.0916 11.9024 -4.1812
H -19.4213 10.9239 -4.6428
H -18.0458 11.4653 -8.4515
H -19.6465 11.0063 -8.2281

---

# 4
55
Properties=species:S:1:pos:R:3 method="wB97M-V/def2-TZVPD" homo_lumo_gap_ev=10.117 total_charge=+1 energy_ev=-38791.750 e_above_lowest_ev=0.0000
C 4.0112 -0.0690 0.5323
C 2.9868 0.7865 -0.2023
C 2.8862 2.2234 0.3224
C 1.4825 2.8049 0.2055
C 0.9553 2.7983 -1.2298
C -0.4879 3.3223 -1.3426
C -1.4879 2.2353 -1.6915
N -1.6326 1.2628 -0.5296
C -1.0179 -0.0683 -0.8831
C -1.4538 -1.1236 0.1033
F -1.0527 -0.6755 1.3715
O -2.8134 -1.3311 0.1018
C -3.5915 -0.2412 -0.3942
C -3.0317 1.0831 0.0970
P -4.0958 2.6572 0.0075
C -5.7595 1.9281 0.1477
O -3.8545 3.2678 1.5080
H 3.9082 -1.1096 0.2322
H 5.0261 0.2679 0.3171
H 3.8543 -0.0265 1.6130
H 3.2324 0.7903 -1.2673
H 2.0032 0.3026 -0.1142
H 3.5812 2.8832 -0.2049
H 3.1911 2.2339 1.3719
H 0.8213 2.2187 0.8648
H 1.4633 3.8381 0.5625
H 1.0151 1.7862 -1.6409
H 1.6195 3.3992 -1.8532
H -0.7923 3.7817 -0.3945
H -0.5800 4.1027 -2.0983
H -2.4633 2.6490 -1.9231
H -1.1478 1.6548 -2.5471
H -1.0472 1.6338 0.2214
H -1.3271 -0.3386 -1.8909
H 0.0639 0.0440 -0.8605
H -0.9489 -2.0718 -0.0826
H -4.5911 -0.3936 -0.0073
H -3.6410 -0.2890 -1.4881
H -2.8257 0.9465 1.1596
H -6.4251 2.7706 0.3421
H -5.8758 1.2068 0.9582
H -6.0631 1.4641 -0.7935
H -4.1408 2.7117 2.2468
O 3.1518 -3.0479 -1.1001
C 2.9043 -3.7798 -0.1870
O 2.9058 -3.3498 1.0982
C 2.6429 -4.4465 1.9969
C 1.9339 -5.4982 1.1496
C 2.5511 -5.2541 -0.2250
H 3.5998 -4.8055 2.3795
H 2.0519 -4.0642 2.8248
H 2.0733 -6.5064 1.5314
H 0.8626 -5.2928 1.1199
H 3.4772 -5.8135 -0.3713
H 1.8923 -5.4591 -1.0641

---

# 5
54
Properties=species:S:1:pos:R:3 method="wB97M-V/def2-TZVPD" homo_lumo_gap_ev=7.865 total_charge=+2 energy_ev=-26962.358 e_above_lowest_ev=0.3913
Mo -0.1626 0.0305 -0.2685
N -0.1300 1.0366 -2.2225
C 0.8110 2.1805 -2.2972
C 2.1578 1.7768 -1.7043
N 1.9969 0.9505 -0.4752
C 2.9627 -0.1826 -0.4901
C 2.4577 -1.2458 -1.4407
N 1.0875 -1.6280 -1.0128
C 2.1592 1.7557 0.7677
C 1.0081 2.7312 0.9246
N -0.2868 1.9824 0.8387
H 0.0499 0.3708 -2.9712
H -1.0740 1.3701 -2.4032
H 0.3578 3.0026 -1.7472
H 0.9405 2.5165 -3.3261
H 2.7718 2.6560 -1.4985
H 2.7008 1.1872 -2.4411
H 3.0209 -0.5957 0.5197
H 3.9665 0.1604 -0.7519
H 3.1235 -2.1088 -1.4349
H 2.4062 -0.8885 -2.4680
H 1.1559 -2.3501 -0.2988
H 0.5817 -2.0653 -1.7806
H 3.1191 2.2799 0.7681
H 2.1730 1.0575 1.6095
H 1.0287 3.5027 0.1588
H 1.0898 3.2414 1.8839
H -1.0079 2.5847 0.4467
H -0.6041 1.7781 1.7816
C -3.2674 0.4759 4.5268
C -3.1135 0.6229 3.0090
C -4.4757 0.7098 2.3281
C -2.2420 -0.4962 2.4727
C -2.7597 -1.6746 1.9541
C -1.9356 -2.7327 1.5918
C -0.5554 -2.6556 1.7046
C 0.3081 -3.8750 1.4945
C -0.0042 -1.4485 2.1830
C -0.8532 -0.4133 2.5930
H -3.8613 1.2954 4.9307
H -2.3028 0.4703 5.0363
H -3.7765 -0.4599 4.7634
H -2.5841 1.5690 2.8227
H -5.1022 -0.1445 2.5874
H -4.3909 0.7495 1.2402
H -5.0030 1.6023 2.6625
H -3.8297 -1.7980 1.8546
H -2.3854 -3.6559 1.2478
H 0.8544 -3.8914 0.5463
H -0.2980 -4.7783 1.5073
H 1.0526 -3.9574 2.2863
H 1.0484 -1.4087 2.4526
H -0.4139 0.4153 3.1463
O -1.6052 -0.5775 -0.7863

---

# 6
56
Properties=species:S:1:pos:R:3 method="wB97M-V/def2-TZVPD" homo_lumo_gap_ev="4.705 / 7.071" multiplicity=3 s_squared=2.027 energy_ev=-53454.640 e_above_lowest_ev=0.0000
W 0.0000 0.0000 0.0000
Si 2.2518 0.4957 1.1474
P 0.6015 1.6983 -1.6893
N 0.6776 -1.3537 -0.9028
H -1.6805 0.3551 -0.4921
C -0.6649 2.2153 -2.9431
H -0.2593 2.9243 -3.6879
H -1.5151 2.6769 -2.4132
H -1.0374 1.3109 -3.4519
C 1.2117 3.3371 -1.0826
H 1.4426 4.0168 -1.9218
H 2.1187 3.1708 -0.4789
H 0.4441 3.7958 -0.4384
C 1.9939 1.1249 -2.7574
H 2.2634 1.8828 -3.5140
H 1.6937 0.1897 -3.2581
H 2.8596 0.9113 -2.1094
C 2.3202 1.9245 2.4375
H 1.5932 1.7588 3.2544
H 2.0643 2.8913 1.9667
H 3.3252 2.0191 2.8882
H 2.8388 -0.6873 1.9034
H 3.4121 0.8229 0.2180
C 1.3437 -2.3834 -1.5170
C 1.3383 -4.3514 -2.9584
C 0.6484 -3.3029 -2.3419
C 2.7409 -2.5396 -1.3290
C 3.4175 -3.5889 -1.9559
C 2.7226 -4.4992 -2.7708
H 0.7939 -5.0590 -3.5935
H -0.4287 -3.1688 -2.4796
H 3.2621 -1.8240 -0.6861
H 4.4969 -3.7018 -1.8066
H 3.2583 -5.3208 -3.2577
C -1.4992 2.2913 1.8237
O -0.5174 1.7800 1.2546
C -2.8153 1.5755 1.8845
H -3.6614 2.2734 1.9978
H -2.8283 0.8865 2.7493
H -2.8907 0.9571 0.9651
C -1.3615 3.6632 2.4313
H -2.0266 4.3717 1.9012
H -0.3198 4.0091 2.3680
H -1.6910 3.6517 3.4867
S -0.4624 -1.5631 1.8290
C -2.0221 -1.8725 1.5025
N -3.0398 -1.7440 2.4536
C -4.2689 -2.2615 1.9077
C -3.8739 -2.8559 0.5305
N -2.4809 -2.5191 0.3546
H -2.9348 -1.3327 3.3914
H -4.9893 -1.4232 1.8013
H -4.6874 -3.0487 2.5701
H -4.4982 -2.4345 -0.2854
H -3.9642 -3.9634 0.5513
H -1.8984 -2.7972 -0.4478